# 1
A 2-piece molecular cluster, C2H6ClNO3S overall in a non-equilibrium geometry. Source: the Open Molecules 2025 dataset; level of theory: ωB97M-V/def2-TZVPD.

Properties
- HOMO (alpha / beta) (eV) = -9.007 / -7.926
- energy (Ha) = -1218.5088
- orbital gap (alpha / beta) (eV) = 8.959 / 6.293
- molecular weight (g/mol) = 159.6
- charge = 0
- energy above the lowest of the compared OMol25 structures with the same formula, charge and spin (eV) = 3.657

Structure (XYZ):
```
14
Properties=species:S:1:pos:R:3:forces:R:3
C 1.387 1.541 -0.553 -1.1996 1.0132 2.3663
C 1.170 -0.437 0.855 -1.0719 -2.2102 -1.5022
N -1.801 -0.907 -1.067 -2.9596 -0.1405 3.0121
O -2.747 -1.523 1.327 0.2139 -0.3239 -0.6026
O -1.761 0.673 0.855 -0.0520 2.1430 0.1000
O 1.383 0.093 -0.349 0.0218 0.5846 0.4852
S -1.729 -0.733 0.675 0.6007 -1.3067 -0.8770
Cl 1.456 -2.150 0.979 0.2564 0.1091 -0.6259
H 1.932 1.692 -1.470 -0.1726 0.0910 -0.2549
H 1.924 2.071 0.305 -0.4412 -0.8836 -1.0966
H 0.311 2.003 -0.517 1.8527 -1.2172 -0.4432
H 1.300 -0.113 1.835 0.1997 2.0168 1.0363
H -1.736 -1.801 -1.440 -0.1325 -2.3247 -0.2486
H -1.091 -0.408 -1.437 2.8841 2.4492 -1.3489
```
Forces are in eV/Å.



# 2
A 3-piece molecular cluster, C2H4ClNO3 overall in a non-equilibrium geometry. Source: the Open Molecules 2025 dataset; level of theory: ωB97M-V/def2-TZVPD.

Properties
- HOMO (eV) = -11.097
- energy (Ha) = -819.2747
- orbital gap (eV) = 11.732
- molecular weight (g/mol) = 125.5
- charge = 0
- SMILES = O=C(O)O.C#N.Cl
- energy above the lowest of the compared OMol25 structures with the same formula, charge and spin (eV) = 0.966

Structure (XYZ):
```
11
Properties=species:S:1:pos:R:3:forces:R:3
O -1.470 1.231 -0.103 -1.9323 0.8860 -0.1836
C -0.360 0.808 -0.163 0.6615 3.3812 0.4439
O -0.040 -0.404 -0.157 1.6525 -3.8175 -0.3416
O 0.723 1.666 -0.171 0.1564 -3.1516 0.1858
H -0.810 -1.002 -0.285 0.2131 0.5530 0.2241
H 0.336 2.466 -0.434 -0.7399 2.1553 -0.3404
C -3.093 -1.111 0.600 -0.6443 1.7985 1.3066
N -2.786 -1.838 -0.203 0.8022 -1.9552 -1.6999
H -3.345 -0.308 1.240 -0.1634 0.1524 0.4030
Cl 5.328 -1.312 0.098 -0.1633 -1.0201 0.4735
H 5.516 -0.194 -0.422 0.1576 1.0179 -0.4714
```
Forces are in eV/Å.



# 3
C6H10O in the gas phase. Source: the Open Molecules 2025 dataset; level of theory: ωB97M-V/def2-TZVPD.

Properties
- HOMO (eV) = -9.557
- energy (Ha) = -309.8415
- orbital gap (eV) = 10.538
- molecular weight (g/mol) = 98.1
- charge = 0
- SMILES = O[C@@H]1C=CCCC1
- energy above the lowest of the compared OMol25 structures with the same formula, charge and spin (eV) = 0.022

Structure (XYZ):
```
17
Properties=species:S:1:pos:R:3:forces:R:3
O 1.759 -0.734 1.251 -0.1128 0.0713 0.2085
C 1.355 -0.412 -0.079 -0.0720 0.0213 -0.3104
C 1.084 1.067 -0.214 -0.1024 0.0727 0.0647
C -0.151 1.569 -0.201 0.0970 -0.0672 -0.0076
C -1.402 0.739 -0.064 -0.0001 -0.0174 -0.0047
C -1.122 -0.747 0.208 -0.0018 0.0027 0.0469
C 0.135 -1.224 -0.516 -0.0066 -0.0391 -0.0349
H 1.141 -0.292 1.847 0.1647 -0.0817 -0.0405
H 2.216 -0.690 -0.697 -0.1237 0.0627 0.0348
H 1.945 1.729 -0.286 -0.1308 -0.0810 0.0121
H -0.294 2.645 -0.304 0.0444 -0.1616 0.0507
H -2.004 0.852 -0.976 0.1027 -0.0090 0.0776
H -2.014 1.158 0.746 0.0436 -0.0415 -0.1464
H -0.992 -0.914 1.286 -0.0247 0.0607 -0.1285
H -1.987 -1.350 -0.088 0.1206 0.0803 0.0650
H 0.323 -2.284 -0.311 -0.0268 0.1368 -0.0232
H 0.007 -1.111 -1.601 0.0288 -0.0100 0.1358
```
Forces are in eV/Å.



# 4
C5H12NO as an isolated structure in a non-equilibrium geometry. Source: the Open Molecules 2025 dataset; level of theory: ωB97M-V/def2-TZVPD.

Properties
- HOMO (eV) = -2.598
- energy (Ha) = -327.5505
- orbital gap (eV) = 6.201
- molecular weight (g/mol) = 102.2
- charge = -1
- energy above the lowest of the compared OMol25 structures with the same formula, charge and spin (eV) = 3.962

Structure (XYZ):
```
19
Properties=species:S:1:pos:R:3:forces:R:3
C -2.922 0.275 -0.335 0.5742 0.7953 0.3544
O -3.740 -0.740 -0.184 -0.0908 -0.4628 -0.3289
C -1.438 0.005 0.137 0.4970 -0.7409 0.4377
C -0.598 1.254 0.475 -1.3541 0.2723 0.2359
C 0.894 1.102 0.612 0.4918 1.7089 0.0783
C 2.803 -1.780 -0.357 0.3774 0.2705 -1.0023
N 1.753 1.307 -0.375 -1.7579 -2.1752 1.2940
H -3.256 1.196 0.245 0.2659 0.0402 -0.0492
H -2.741 0.687 -1.384 -0.3103 -0.1888 0.0735
H -1.462 -0.619 1.042 -0.2825 0.0054 -0.0723
H -0.942 -0.646 -0.611 -0.0604 0.3679 -0.0152
H -1.015 1.660 1.408 0.3185 -0.2542 0.1582
H -0.838 2.049 -0.228 0.3405 -0.0233 -0.5548
H 1.233 0.922 1.644 0.1524 0.0633 0.3035
H 1.024 0.353 -0.457 1.1253 0.7904 -1.8807
H 1.978 -1.458 -0.992 -0.4575 -0.4228 0.3838
H 2.944 -1.019 0.403 0.2128 -0.0878 0.0149
H 3.616 -1.768 -1.099 0.2212 -0.0224 0.6257
H 2.704 -2.780 0.057 -0.2633 0.0639 -0.0563
```
Forces are in eV/Å.



# 5
C31H57N2O2P2PbS as an isolated structure in a non-equilibrium geometry. Source: the Open Molecules 2025 dataset; level of theory: ωB97M-V/def2-TZVPD.

Properties
- HOMO (eV) = -8.498
- energy (Ha) = -2748.8854
- orbital gap (eV) = 5.815
- molecular weight (g/mol) = 791.0
- charge = +1
- energy above the lowest of the compared OMol25 structures with the same formula, charge and spin (eV) = 0.276

Structure (XYZ):
```
96
Properties=species:S:1:pos:R:3:forces:R:3
C 2.039 -1.313 -0.832 0.5897 -0.4721 -0.5420
C 1.435 0.810 -1.691 -0.8960 1.2831 0.7858
C 2.883 -1.539 -1.918 -0.1094 -0.5575 1.1016
C 2.059 0.474 -2.924 0.6341 -0.8480 -0.5314
C 2.843 -0.664 -3.008 -0.4344 0.9557 -0.1508
H 3.564 -2.385 -1.859 -0.2902 -0.0070 -0.3432
H 1.923 1.154 -3.764 0.2302 -0.1426 0.1967
H 3.422 -0.899 -3.907 -0.2839 0.1777 0.2755
N 1.366 -0.162 -0.703 -0.7091 -0.1433 0.5407
P 0.204 -2.719 0.934 0.1641 -1.1079 -0.1088
P 0.231 2.723 0.034 0.7689 0.0056 -0.2235
C 1.879 -2.438 0.210 0.5336 0.0295 -0.2503
H 2.179 -3.383 -0.272 0.1252 0.3574 0.1839
H 2.576 -2.265 1.050 -0.2436 -0.0221 -0.2470
C -2.348 -0.051 3.217 -2.2398 -0.4602 2.2592
O -3.180 -0.240 3.974 1.6966 0.3776 -1.6200
C 0.923 2.118 -1.479 -0.8523 -1.3191 -0.9903
H 0.899 2.742 -2.384 0.1457 -0.1592 0.4672
C -1.573 3.506 -0.170 0.9737 0.0331 0.0061
C 1.664 3.983 0.360 -1.0918 0.1003 0.2124
C -0.701 -3.803 -0.375 0.1099 0.0251 0.5421
C 0.585 -3.776 2.494 -0.1277 0.1352 -0.6019
C -2.644 2.547 0.400 0.1882 0.0519 -0.1257
H -2.472 2.302 1.461 0.0301 0.0568 -0.2627
H -3.616 3.063 0.349 0.2122 -0.1478 -0.0055
H -2.748 1.622 -0.190 0.1427 0.1663 0.2034
C -1.679 4.827 0.610 -0.1421 -0.0034 -0.0704
H -1.505 4.675 1.684 -0.0104 0.0542 -0.2337
H -0.995 5.600 0.238 -0.1996 -0.2373 0.1382
H -2.706 5.210 0.498 0.2551 -0.0587 0.0324
C -1.860 3.726 -1.652 -0.3083 0.1442 -0.0708
H -2.837 4.232 -1.731 0.2041 -0.0677 -0.1161
H -1.108 4.351 -2.154 -0.1745 -0.1679 0.1691
H -1.940 2.769 -2.183 0.2256 0.3955 0.2610
C 1.482 4.621 1.741 0.1078 0.2279 -0.0562
H 1.410 3.859 2.530 0.0265 0.1189 -0.2115
H 2.359 5.258 1.942 -0.3080 -0.0573 0.1251
H 0.576 5.235 1.788 0.3341 -0.0484 0.0437
C 2.999 3.215 0.336 -0.1546 -0.1310 -0.1765
H 2.936 2.283 0.913 -0.0180 0.1377 -0.1630
H 3.299 2.950 -0.685 -0.1398 0.0348 0.2629
H 3.793 3.847 0.765 -0.2301 -0.0685 -0.0638
C 1.658 5.036 -0.756 0.3130 0.2246 0.1223
H 1.906 4.586 -1.725 -0.0011 0.0860 0.2574
H 0.699 5.558 -0.870 0.2820 -0.0985 0.1614
H 2.434 5.780 -0.513 -0.2127 -0.0637 -0.2219
C -0.755 -4.322 3.031 0.1559 -0.0397 0.1509
H -0.561 -4.815 3.997 -0.1113 0.1178 -0.2393
H -1.483 -3.512 3.205 0.2130 -0.2484 -0.0662
H -1.209 -5.068 2.364 0.1721 0.3193 0.2699
C 1.215 -2.857 3.557 -0.0125 -0.0153 0.0033
H 2.195 -2.474 3.234 -0.2751 -0.0353 0.0854
H 0.561 -2.011 3.818 0.1154 -0.1501 -0.1024
H 1.380 -3.449 4.472 -0.0484 0.2052 -0.2569
C 1.577 -4.920 2.221 -0.0621 -0.1234 0.2364
H 2.508 -4.553 1.765 -0.2524 -0.1483 0.1470
H 1.834 -5.378 3.191 0.0157 0.0714 -0.2847
H 1.150 -5.707 1.589 0.2477 0.2944 0.2656
C -0.389 -3.262 -1.779 0.0281 0.0767 0.0283
H 0.656 -3.450 -2.065 -0.3056 0.1512 0.0768
H -1.029 -3.792 -2.503 0.1323 0.1573 0.2125
H -0.603 -2.187 -1.861 0.1208 -0.2323 -0.0146
C -2.205 -3.661 -0.080 -0.0599 0.0758 -0.0504
H -2.537 -2.618 -0.167 0.1404 -0.4104 0.0772
H -2.764 -4.246 -0.825 0.0513 0.0739 0.1632
H -2.480 -4.030 0.917 0.1090 0.0270 -0.2689
C -0.305 -5.288 -0.333 -0.1267 -0.0376 -0.2348
H 0.773 -5.440 -0.492 -0.3283 0.0279 0.0857
H -0.625 -5.780 0.596 0.1814 0.1320 -0.3595
H -0.829 -5.797 -1.160 0.1437 0.1353 0.2071
Pb -0.275 0.121 1.150 0.4031 0.7889 -1.2525
N -3.018 -0.833 -1.291 -0.3424 0.3957 -3.0853
C -3.072 -0.729 -2.461 0.7714 0.0834 2.3561
C -2.924 -0.388 -3.921 -0.3002 -0.4670 0.1829
C -1.993 0.814 -3.954 0.2423 0.3016 0.0821
C -2.342 -1.562 -4.725 0.0644 -0.4547 0.1691
C -4.307 -0.021 -4.469 -0.2904 0.1572 0.0302
H -2.518 1.670 -3.523 0.1708 -0.0976 -0.1891
H -1.086 0.630 -3.363 -0.1028 0.0848 -0.2253
H -1.716 1.056 -4.986 -0.0596 -0.0672 0.1310
H -2.928 -2.475 -4.533 0.2807 0.2209 -0.1146
H -2.407 -1.348 -5.805 0.0265 0.0666 0.4646
H -1.285 -1.744 -4.476 -0.3914 0.0102 -0.0048
H -4.290 -0.041 -5.567 -0.0280 -0.0065 0.3108
H -5.076 -0.715 -4.099 0.1843 0.2256 -0.2732
H -4.558 0.998 -4.152 -0.1664 -0.2743 -0.0326
C 3.325 2.205 3.814 0.1932 0.1847 0.3689
S 2.490 0.609 3.765 -0.7692 0.2274 -1.2686
C 1.522 0.765 5.263 0.2968 0.0791 0.7017
O 1.465 0.693 2.618 0.7340 0.0020 0.8474
H 4.216 2.020 4.427 -0.1008 0.1557 -0.0879
H 2.705 2.976 4.291 0.1131 -0.2902 -0.2694
H 3.631 2.534 2.813 -0.1382 -0.3823 0.2631
H 1.614 1.783 5.661 -0.1874 -0.2985 -0.0616
H 0.474 0.518 5.071 0.3165 -0.0230 -0.1416
H 1.962 0.055 5.973 -0.2804 0.1627 0.0063
```
Forces are in eV/Å.



# 6
C14H20N2O4 in the gas phase in a non-equilibrium geometry. Source: the Open Molecules 2025 dataset; level of theory: ωB97M-V/def2-TZVPD.

Properties
- HOMO (eV) = -8.624
- energy (Ha) = -955.7397
- orbital gap (eV) = 8.840
- molecular weight (g/mol) = 280.3
- charge = 0
- SMILES = CC(C)[C@H](NC(=O)[C@@H](N)Cc1ccc(O)cc1)C(=O)O
- energy above the lowest of the compared OMol25 structures with the same formula, charge and spin (eV) = 7.659

Structure (XYZ):
```
40
Properties=species:S:1:pos:R:3:forces:R:3
C 2.773 -2.212 0.127 -2.8977 -4.7682 -1.1550
C 2.700 -1.085 1.042 -1.5059 4.8748 -0.5261
C 3.662 -0.880 2.164 2.6929 -1.1424 2.9212
C 2.780 0.197 -0.026 0.0912 0.6631 1.5809
N 1.557 0.281 -0.799 -1.1422 -1.4908 -4.3714
C 0.423 1.084 -0.736 0.1505 0.2703 -3.1942
O -0.121 1.439 -1.824 1.0834 -1.4087 2.8995
C -0.126 1.478 0.583 -1.1111 1.6386 0.0459
N -0.870 2.766 0.386 0.5739 0.8482 -0.4149
C -0.985 0.337 1.277 -1.9766 7.1290 0.6697
C -2.354 0.213 0.610 0.7374 3.7164 4.6037
C -3.550 0.978 0.958 -0.4505 -1.1112 -1.7344
C -4.698 0.328 0.473 -1.4293 1.9165 -1.2191
C -4.775 -0.873 -0.358 -0.5869 0.0868 1.9609
O -6.016 -1.495 -0.758 -0.5908 2.2806 1.6925
C -3.563 -1.527 -0.548 -1.2353 -1.7952 -1.8732
C -2.415 -0.940 0.027 1.1247 -5.3005 -4.3030
C 4.044 0.059 -0.899 -1.4877 -1.1523 -0.5568
O 3.938 -0.304 -2.061 1.4886 1.0531 1.9931
O 5.188 0.253 -0.164 -1.1977 -0.3391 2.3245
H 3.777 -2.194 -0.273 0.4295 -1.0343 0.1256
H 2.093 -2.293 -0.877 1.3086 1.1248 2.5826
H 2.374 -3.235 0.643 1.7562 2.0875 -1.0228
H 1.820 -0.819 1.661 -0.7273 -0.7725 -1.4607
H 3.891 0.300 2.306 -0.3648 -2.7215 -0.0232
H 3.167 -1.265 3.239 1.5458 1.0647 -2.8623
H 4.666 -1.548 2.007 -2.0554 1.8979 0.5816
H 3.043 1.168 0.534 -1.1795 -1.1380 -0.4879
H 1.462 -0.188 -1.891 1.3960 1.8652 4.0599
H 0.700 1.786 1.191 0.6971 -0.4302 0.7455
H -1.310 2.739 -0.623 1.6352 0.6026 2.5425
H -0.166 3.600 0.622 -2.3753 -2.3755 -1.4733
H -0.441 -0.493 1.267 1.9354 -3.6881 0.0667
H -1.142 0.725 2.332 0.3092 -0.6402 -1.0727
H -3.734 2.057 1.350 1.1474 -2.3267 -0.4682
H -5.565 1.059 0.486 0.4027 -1.5526 0.1633
H -6.872 -1.078 -0.288 3.3655 -1.0309 -1.4436
H -3.556 -2.511 -1.238 0.1835 2.3777 1.9381
H -1.371 -1.453 -0.182 -2.4686 0.6801 0.4181
H 4.954 0.252 0.912 0.7279 0.0412 -4.2533
```
Forces are in eV/Å.



# 7
An isolated ion of composition C4H6BrN2 and charge +1 in a non-equilibrium geometry. Source: the Open Molecules 2025 dataset; level of theory: ωB97M-V/def2-TZVPD.

Properties
- HOMO (eV) = -14.091
- energy (Ha) = -2839.1011
- orbital gap (eV) = 7.639
- molecular weight (g/mol) = 162.0
- charge = +1
- energy above the lowest of the compared OMol25 structures with the same formula, charge and spin (eV) = 5.029

Structure (XYZ):
```
13
Properties=species:S:1:pos:R:3:forces:R:3
C -1.666 0.990 0.199 2.3067 0.1560 1.7140
C -0.061 0.378 0.007 1.0015 2.4565 -1.2793
C -2.513 0.862 -0.647 -2.5634 -0.8567 -5.2584
C 0.268 0.511 -1.528 2.3721 -2.8409 2.3615
N 0.033 1.301 -2.423 -1.0762 3.7792 -1.1560
N 0.053 -0.845 0.514 -0.0995 -0.1178 -0.3630
Br -3.275 0.585 -2.268 0.3049 0.2585 1.7153
H -1.782 1.362 1.150 -0.0903 0.8005 2.2352
H 0.638 1.091 0.495 -1.1616 0.1902 0.1963
H 1.117 -0.191 -1.750 -1.0320 -0.2415 0.0479
H -0.455 2.216 -2.185 0.0031 -1.6669 -0.2738
H 0.013 -1.517 -0.206 -0.1091 -1.7074 0.0274
H 0.256 -1.043 1.474 0.1438 -0.2099 0.0328
```
Forces are in eV/Å.



- The lowest molecular weight belongs to which entry?
  C6H10O



- What is the formula in the seventh record?
  C4H6BrN2



Copy entry 1 word for word.
A 2-piece molecular cluster, C2H6ClNO3S overall in a non-equilibrium geometry. Source: the Open Molecules 2025 dataset; level of theory: ωB97M-V/def2-TZVPD.

Properties
- HOMO (alpha / beta) (eV) = -9.007 / -7.926
- energy (Ha) = -1218.5088
- orbital gap (alpha / beta) (eV) = 8.959 / 6.293
- molecular weight (g/mol) = 159.6
- charge = 0
- energy above the lowest of the compared OMol25 structures with the same formula, charge and spin (eV) = 3.657

Structure (XYZ):
```
14
Properties=species:S:1:pos:R:3:forces:R:3
C 1.387 1.541 -0.553 -1.1996 1.0132 2.3663
C 1.170 -0.437 0.855 -1.0719 -2.2102 -1.5022
N -1.801 -0.907 -1.067 -2.9596 -0.1405 3.0121
O -2.747 -1.523 1.327 0.2139 -0.3239 -0.6026
O -1.761 0.673 0.855 -0.0520 2.1430 0.1000
O 1.383 0.093 -0.349 0.0218 0.5846 0.4852
S -1.729 -0.733 0.675 0.6007 -1.3067 -0.8770
Cl 1.456 -2.150 0.979 0.2564 0.1091 -0.6259
H 1.932 1.692 -1.470 -0.1726 0.0910 -0.2549
H 1.924 2.071 0.305 -0.4412 -0.8836 -1.0966
H 0.311 2.003 -0.517 1.8527 -1.2172 -0.4432
H 1.300 -0.113 1.835 0.1997 2.0168 1.0363
H -1.736 -1.801 -1.440 -0.1325 -2.3247 -0.2486
H -1.091 -0.408 -1.437 2.8841 2.4492 -1.3489
```
Forces are in eV/Å.



Repeat the third record exactly.
C6H10O in the gas phase. Source: the Open Molecules 2025 dataset; level of theory: ωB97M-V/def2-TZVPD.

Properties
- HOMO (eV) = -9.557
- energy (Ha) = -309.8415
- orbital gap (eV) = 10.538
- molecular weight (g/mol) = 98.1
- charge = 0
- SMILES = O[C@@H]1C=CCCC1
- energy above the lowest of the compared OMol25 structures with the same formula, charge and spin (eV) = 0.022

Structure (XYZ):
```
17
Properties=species:S:1:pos:R:3:forces:R:3
O 1.759 -0.734 1.251 -0.1128 0.0713 0.2085
C 1.355 -0.412 -0.079 -0.0720 0.0213 -0.3104
C 1.084 1.067 -0.214 -0.1024 0.0727 0.0647
C -0.151 1.569 -0.201 0.0970 -0.0672 -0.0076
C -1.402 0.739 -0.064 -0.0001 -0.0174 -0.0047
C -1.122 -0.747 0.208 -0.0018 0.0027 0.0469
C 0.135 -1.224 -0.516 -0.0066 -0.0391 -0.0349
H 1.141 -0.292 1.847 0.1647 -0.0817 -0.0405
H 2.216 -0.690 -0.697 -0.1237 0.0627 0.0348
H 1.945 1.729 -0.286 -0.1308 -0.0810 0.0121
H -0.294 2.645 -0.304 0.0444 -0.1616 0.0507
H -2.004 0.852 -0.976 0.1027 -0.0090 0.0776
H -2.014 1.158 0.746 0.0436 -0.0415 -0.1464
H -0.992 -0.914 1.286 -0.0247 0.0607 -0.1285
H -1.987 -1.350 -0.088 0.1206 0.0803 0.0650
H 0.323 -2.284 -0.311 -0.0268 0.1368 -0.0232
H 0.007 -1.111 -1.601 0.0288 -0.0100 0.1358
```
Forces are in eV/Å.